Computed, not measured: C2H3N3S as an isolated structure, with wB97M-V/def2-TZVPD.

Geometry as XYZ:
```
9
Properties=species:S:1:pos:R:3
C 0.726 0.001 1.230
C -0.627 2.004 0.752
N 0.655 1.039 1.886
N -0.010 -0.112 -0.035
N -0.848 1.063 -0.139
S -1.088 3.428 1.224
H 1.382 -0.726 1.507
H -0.479 -0.855 -0.489
H -1.471 1.027 -0.856
```

Summary:
Frontier orbital gap (eV): 9.1
Relative energy (zero: lowest compared OMol25 entry of this formula, charge and spin) (kcal/mol): 70.5
Largest force on an atom (hartree/bohr): 0.0905
Total charge: 0
E_tot (eV): -17424.740